No. 1
Computed, not measured: 13 unconnected molecules or ions with the total composition C54H94F8O39, with the ωB97M-V functional and the def2-TZVPD basis.

Structure (XYZ):
```
195
Properties=species:S:1:pos:R:3
C 7.567 -0.218 -0.061
O 6.333 0.244 0.457
C 6.193 -0.148 1.793
C 4.944 0.491 2.337
O 5.048 1.879 2.533
C 4.312 2.369 3.616
C 4.647 3.879 3.612
O 3.734 4.557 2.728
C 2.552 4.989 3.412
H 7.654 -1.312 0.216
H 8.404 0.267 0.447
H 7.588 -0.201 -1.147
H 7.074 0.006 2.497
H 5.953 -1.220 1.812
H 4.561 0.022 3.241
H 4.142 0.291 1.566
H 4.695 1.855 4.539
H 3.217 2.197 3.374
H 5.697 3.965 3.387
H 4.478 4.294 4.615
H 2.673 5.694 4.349
H 2.086 4.065 3.857
H 1.880 5.398 2.726
C 3.327 -3.208 -0.353
O 2.145 -4.007 -0.499
C 1.992 -4.666 -1.738
C 0.968 -5.810 -1.595
O 1.367 -6.809 -0.662
C 0.517 -7.947 -0.705
C 0.239 -8.418 0.752
O -0.175 -7.448 1.659
C -1.421 -6.839 1.559
H 3.641 -2.698 -1.302
H 4.085 -3.877 0.085
H 3.120 -2.540 0.435
H 2.961 -5.013 -2.121
H 1.592 -3.990 -2.542
H 0.872 -6.182 -2.636
H -0.016 -5.323 -1.337
H 0.966 -8.790 -1.224
H -0.356 -7.649 -1.231
H 1.177 -8.782 1.183
H -0.468 -9.295 0.723
H -1.557 -6.187 2.393
H -2.217 -7.583 1.500
H -1.543 -6.228 0.729
C -2.863 7.148 -5.260
O -2.011 6.151 -4.782
C -1.163 6.429 -3.712
C -0.063 5.338 -3.546
O 0.976 5.469 -4.544
C 0.840 4.448 -5.578
C 2.242 3.926 -5.898
O 3.047 4.948 -6.357
C 4.449 4.698 -6.162
H -2.415 7.791 -5.985
H -3.222 7.689 -4.425
H -3.709 6.619 -5.784
H -1.664 6.534 -2.735
H -0.766 7.425 -3.786
H -0.587 4.354 -3.617
H 0.377 5.397 -2.579
H 0.495 4.903 -6.548
H 0.240 3.593 -5.295
H 2.248 3.111 -6.620
H 2.652 3.545 -4.942
H 4.834 5.031 -5.245
H 4.917 5.279 -6.949
H 4.735 3.635 -6.297
C -2.934 2.049 -2.477
O -1.700 2.689 -2.258
C -0.530 1.900 -2.523
C -0.245 0.971 -1.355
O -0.130 1.796 -0.263
C 0.267 1.124 0.895
C -0.753 0.183 1.548
O -1.974 0.901 1.741
C -3.040 0.121 2.217
H -3.155 1.200 -1.796
H -2.936 1.626 -3.498
H -3.684 2.778 -2.352
H 0.356 2.521 -2.660
H -0.614 1.367 -3.480
H 0.697 0.454 -1.540
H -0.950 0.176 -1.171
H 0.506 1.887 1.577
H 1.264 0.634 0.762
H -0.365 -0.099 2.518
H -0.892 -0.719 0.981
H -2.936 0.027 3.288
H -3.191 -0.820 1.696
H -3.909 0.706 2.133
C -5.609 -4.752 -0.456
O -5.171 -4.570 0.909
C -3.964 -3.861 0.969
C -3.598 -3.783 2.418
O -4.437 -2.869 3.112
C -4.080 -2.740 4.480
C -5.231 -2.019 5.131
O -6.378 -2.852 5.010
C -7.306 -2.649 6.041
H -4.721 -5.066 -1.043
H -6.098 -3.880 -0.899
H -6.372 -5.542 -0.482
H -4.006 -2.871 0.525
H -3.278 -4.417 0.403
H -2.528 -3.632 2.551
H -3.844 -4.789 2.892
H -3.182 -2.248 4.545
H -3.976 -3.734 4.949
H -5.301 -1.070 4.629
H -5.098 -1.774 6.250
H -7.534 -1.571 6.171
H -6.905 -3.128 6.922
H -8.224 -3.149 5.808
C 1.255 -4.539 2.081
C 0.376 -3.398 1.680
O -0.185 -3.025 2.903
C 0.012 -3.970 3.805
O -0.413 -3.885 4.958
O 0.686 -5.000 3.354
F -0.685 -3.758 0.836
H 2.241 -4.170 2.333
H 1.340 -5.361 1.380
H 0.849 -2.531 1.254
C -3.340 3.068 5.023
C -2.259 1.976 4.846
O -2.761 0.967 5.683
C -3.598 1.456 6.574
O -4.034 0.728 7.420
O -3.834 2.733 6.331
F -1.045 2.403 5.381
H -4.072 3.133 4.229
H -2.833 4.030 5.061
H -2.095 1.611 3.850
C -1.544 -3.777 -3.467
C -0.622 -2.570 -3.783
O -0.416 -1.971 -2.538
C -1.441 -2.404 -1.703
O -1.670 -1.879 -0.687
O -2.003 -3.520 -2.166
F -1.237 -1.651 -4.565
H -0.925 -4.662 -3.429
H -2.442 -3.834 -4.117
H 0.394 -2.664 -4.187
C 2.367 0.156 -3.997
C 3.246 -0.982 -4.449
O 3.077 -1.006 -5.779
C 2.001 -0.277 -6.188
O 1.582 -0.265 -7.324
O 1.554 0.450 -5.161
F 2.695 -2.301 -4.014
H 2.830 1.042 -3.755
H 1.682 -0.150 -3.262
H 4.217 -1.165 -4.140
C -2.654 1.235 -6.018
C -2.897 2.803 -6.120
O -4.029 3.002 -5.371
C -4.690 1.807 -5.275
O -5.835 1.655 -4.962
O -3.954 0.762 -5.679
F -3.202 3.114 -7.417
H -2.033 0.943 -5.196
H -2.262 0.816 -6.953
H -2.050 3.417 -5.844
C 1.521 -0.533 6.753
C 0.825 -1.429 5.778
O 1.860 -1.917 5.012
C 3.002 -1.219 5.235
O 4.010 -1.487 4.668
O 2.781 -0.297 6.183
F -0.009 -0.614 5.000
H 1.686 -1.028 7.686
H 0.986 0.420 6.815
H 0.222 -2.218 6.205
C -2.747 4.027 0.793
C -1.461 4.709 0.282
O -0.646 4.619 1.453
C -1.460 4.479 2.572
O -1.093 4.520 3.726
O -2.672 4.103 2.165
F -1.628 6.004 -0.111
H -2.798 3.002 0.415
H -3.619 4.586 0.461
H -1.056 4.080 -0.461
C 4.932 3.151 -0.568
C 3.598 2.495 -0.434
O 3.741 1.248 -1.043
C 4.891 1.266 -1.798
O 5.185 0.359 -2.562
O 5.570 2.384 -1.590
F 2.643 3.147 -1.138
H 5.627 3.038 0.290
H 4.966 4.148 -0.945
H 3.253 2.319 0.570
```

## Properties
maximum force = 4.8 eV/Å
HOMO level = -9.2 eV
gap between HOMO and LUMO = 9.33 eV
charge = 0
relative energy (zero: lowest compared OMol25 entry of this formula, charge and spin) = 0.0 kJ/mol

No. 2
Computed, not measured: a molecular structure, C54H95B2F15Hg2N5O24P2S, with the ωB97M-V functional and the def2-TZVPD basis.

Structure (XYZ):
```
200
Properties=species:S:1:pos:R:3
Hg 3.617 -0.266 4.331
Hg 2.781 6.097 -1.311
O -1.450 7.087 0.336
C -2.555 7.043 0.937
O -2.836 6.638 2.201
B -4.249 6.698 2.564
O -4.925 7.312 1.343
C -3.949 7.555 0.427
O -4.094 8.123 -0.640
O -4.563 7.483 3.811
C -5.163 6.759 4.666
O -5.352 7.050 5.878
C -5.342 5.349 4.096
O -4.872 5.390 2.851
O -5.855 4.356 4.671
O -1.715 4.208 7.843
C -0.620 4.664 7.653
O 0.053 4.539 6.525
B 1.401 5.240 6.583
O 1.370 5.960 7.885
C 0.281 5.595 8.596
O 0.033 5.910 9.730
O 2.553 4.311 6.494
C 3.100 4.397 5.317
O 3.796 3.549 4.821
C 2.416 5.585 4.643
O 1.427 6.075 5.399
O 2.592 5.803 3.419
P -0.573 -0.728 6.572
F 0.201 0.363 5.694
F 0.941 -1.349 6.496
F -0.314 0.100 7.962
F -1.247 -1.888 7.435
F -2.007 0.146 6.405
F -0.920 -1.570 5.211
P 6.375 3.904 -2.267
F 5.696 4.150 -0.849
F 7.739 4.276 -1.538
F 6.603 2.293 -1.993
F 6.893 3.765 -3.777
F 4.813 3.657 -2.653
F 6.170 5.490 -2.585
C -1.537 1.762 0.843
F -1.629 2.019 2.176
F -2.159 0.619 0.656
F -2.198 2.737 0.117
S 0.310 1.617 0.361
O 0.257 0.753 -0.817
O 0.778 3.009 0.166
O 0.998 1.059 1.535
C -1.315 -5.184 -0.946
C -1.556 -6.570 -0.319
C -0.456 -7.507 -1.002
C -0.232 -8.793 -0.178
C 0.055 -8.476 1.286
C -1.001 -7.605 2.068
N -1.452 -6.529 1.165
O -2.312 -5.631 1.724
C -2.112 -8.550 2.431
C -0.340 -7.183 3.313
C -2.900 -7.187 -0.640
H -1.924 -4.952 -1.820
H -0.269 -5.175 -1.251
H -1.641 -4.503 -0.160
H -0.686 -7.715 -2.046
H 0.486 -6.962 -1.063
H 0.591 -9.366 -0.607
H -1.101 -9.447 -0.256
H 0.962 -7.875 1.220
H 0.437 -9.402 1.716
H -2.102 -9.490 1.880
H -2.123 -8.898 3.463
H -3.058 -8.021 2.323
H 0.297 -7.947 3.758
H 0.400 -6.395 3.174
H -0.959 -6.622 4.014
H -3.016 -8.201 -0.257
H -3.236 -7.236 -1.675
H -3.700 -6.622 -0.161
H -1.884 -4.776 1.800
C -9.690 0.567 8.180
C -9.775 -0.454 7.122
C -10.463 0.141 5.858
C -10.427 -0.651 4.557
C -8.896 -0.939 4.308
C -8.102 -1.543 5.446
N -8.351 -0.841 6.759
O -7.527 -1.340 7.743
C -8.538 -2.986 5.555
C -6.643 -1.423 4.917
C -10.531 -1.671 7.650
H -9.353 0.123 9.117
H -10.546 1.234 8.284
H -8.946 1.311 7.896
H -11.409 0.606 6.134
H -9.985 1.112 5.728
H -10.837 -0.199 3.654
H -10.874 -1.638 4.676
H -8.428 -0.008 3.988
H -8.677 -1.550 3.432
H -7.932 -3.525 4.826
H -8.372 -3.425 6.538
H -9.565 -3.220 5.277
H -5.861 -1.847 5.548
H -6.495 -2.021 4.018
H -6.369 -0.379 4.769
H -10.159 -2.012 8.616
H -10.522 -2.570 7.034
H -11.601 -1.565 7.827
H -7.847 -2.244 7.806
C 0.891 8.922 -7.054
C -0.033 8.600 -5.807
C -1.501 8.814 -6.192
C -2.029 7.660 -7.058
C -1.846 6.375 -6.280
C -0.404 6.016 -5.929
N 0.238 7.235 -5.339
O 1.602 7.069 -5.029
C -0.557 4.932 -4.922
C 0.230 5.472 -7.221
C 0.168 9.618 -4.645
H 1.854 9.127 -6.586
H 0.595 9.597 -7.857
H 1.073 8.055 -7.689
H -2.197 8.840 -5.354
H -1.627 9.687 -6.833
H -1.504 7.550 -8.007
H -3.102 7.825 -7.160
H -2.314 5.631 -6.925
H -2.482 6.454 -5.398
H -1.166 4.185 -5.431
H 0.402 4.472 -4.684
H -1.067 5.240 -4.009
H -0.488 4.763 -7.633
H 0.255 6.143 -8.079
H 1.175 4.988 -6.972
H -0.461 9.506 -3.762
H -0.111 10.642 -4.893
H 1.235 9.606 -4.423
H 1.960 7.105 -5.919
C 6.519 -3.804 0.447
C 5.855 -3.453 1.754
C 5.892 -4.676 2.716
C 7.218 -4.916 3.383
C 7.841 -3.636 4.030
C 7.874 -2.412 3.025
N 6.478 -2.256 2.444
O 6.329 -1.111 1.661
C 8.219 -1.075 3.815
C 9.056 -2.567 2.047
C 4.351 -3.198 1.508
H 5.826 -4.418 -0.129
H 7.449 -4.371 0.448
H 6.717 -2.903 -0.133
H 5.123 -4.446 3.453
H 5.440 -5.550 2.246
H 7.900 -5.351 2.653
H 7.055 -5.761 4.051
H 8.880 -3.773 4.330
H 7.406 -3.383 4.997
H 8.410 -0.294 3.079
H 7.417 -0.653 4.420
H 9.068 -1.237 4.480
H 9.221 -3.608 1.770
H 8.955 -1.878 1.208
H 9.951 -2.279 2.599
H 4.186 -2.557 0.642
H 3.688 -2.731 2.236
H 3.925 -4.152 1.197
H 6.848 -1.319 0.881
C 3.203 -2.994 -6.352
C 2.878 -1.940 -7.432
C 3.908 -0.762 -7.282
C 5.188 -1.143 -7.902
C 4.983 -1.592 -9.309
C 4.025 -2.820 -9.502
N 2.801 -2.472 -8.804
O 1.810 -3.459 -8.824
C 3.673 -2.935 -11.003
C 4.680 -4.119 -8.982
C 1.474 -1.297 -7.021
H 2.664 -2.766 -5.432
H 4.274 -3.019 -6.152
H 2.841 -4.008 -6.521
H 3.725 0.075 -7.956
H 3.995 -0.410 -6.254
H 5.619 -1.932 -7.286
H 5.928 -0.344 -7.862
H 5.989 -1.881 -9.611
H 4.717 -0.791 -9.999
H 4.533 -2.842 -11.665
H 3.102 -3.841 -11.207
H 3.017 -2.105 -11.265
H 3.920 -4.747 -8.519
H 5.057 -4.767 -9.773
H 5.605 -4.048 -8.410
H 0.594 -1.908 -7.222
H 1.340 -0.510 -7.763
H 1.337 -0.820 -6.050
H 1.033 -3.081 -9.243
```

## Properties
maximum force = 6.0 eV/Å
HOMO level = -7.1 eV
gap between HOMO and LUMO = 1.25 eV
charge = -1
relative energy (zero: lowest compared OMol25 entry of this formula, charge and spin) = 1927.4 kJ/mol